(1)
{"formula": "C29H41CaCl2N3O9P2", "method": "wB97M-V/def2-TZVPD", "gap_ev": 7.7, "spin_multiplicity": 1, "de_lowest_ev": 2.0488, "homo_ev": -7.538, "e_lumo_ev": 0.112, "max_force_ha_per_bohr": 0.074, "charge": 0, "energy_ev": -115708.406, "symbols": ["Ca", "Cl", "Cl", "P", "P", "O", "O", "O", "O", "O", "O", "O", "O", "O", "N", "N", "N", "C", "C", "C", "C", "C", "C", "C", "C", "C", "C", "C", "C", "C", "C", "C", "C", "C", "C", "C", "C", "C", "C", "C", "C", "C", "C", "C", "C", "C", "H", "H", "H", "H", "H", "H", "H", "H", "H", "H", "H", "H", "H", "H", "H", "H", "H", "H", "H", "H", "H", "H", "H", "H", "H", "H", "H", "H", "H", "H", "H", "H", "H", "H", "H", "H", "H", "H", "H", "H", "H"], "xyz": [[-0.63053, -0.41985, 0.01593], [2.04777, -2.47965, 1.09723], [5.47487, 1.64155, 1.45583], [-1.43923, -0.65295, 2.91313], [0.52257, 1.50215, 2.34473], [-2.02603, -1.54245, 4.11223], [-0.80283, 2.47785, 2.25823], [1.64197, 2.26715, 2.91983], [-0.24633, 0.53575, -1.92717], [-1.13703, -1.46165, 1.72553], [0.62357, 0.82135, 1.01593], [-2.63853, 0.32945, 2.64103], [1.01537, -1.04955, -1.15127], [-0.60433, 1.03445, 4.69803], [-2.69113, 1.90315, -1.37787], [-2.29673, 1.28925, -0.14997], [3.39407, 0.04275, 0.15953], [-0.06323, 0.28965, 3.61853], [-3.07453, 3.78235, -2.79517], [-2.29253, -3.04805, -0.68057], [-4.03173, -2.93685, 1.12493], [-2.42223, 3.34215, -1.47967], [4.93377, -1.58685, 3.70943], [3.96357, -0.43165, -3.44557], [-4.41683, -0.17765, -3.03197], [1.05417, -0.63295, 4.05643], [3.36527, -0.02245, -2.26507], [3.92517, -2.25195, 3.03653], [0.87417, 0.02045, -1.77277], [-1.78983, -2.69255, -1.92877], [-2.47323, -1.73575, -2.67497], [5.16897, -1.06885, -1.05147], [-3.63763, -1.15175, -2.20187], [-3.46273, -2.47685, -0.18597], [5.15217, -1.14315, -3.44657], [-0.58653, -3.39255, -2.49047], [3.37707, -1.70075, 1.88833], [-3.07133, 4.09045, -0.30907], [5.40487, -0.37305, 3.23943], [-4.11843, -1.52585, -0.95237], [3.96797, -0.35635, -1.04127], [4.88297, 0.15175, 2.06953], [-0.91733, 3.65915, -1.52237], [2.09437, 0.77185, -2.30657], [5.75677, -1.45195, -2.24157], [3.86817, -0.49945, 1.36303], [-5.03953, -1.08735, -0.59177], [-4.12893, 3.84145, -0.23557], [5.59587, -1.45395, -4.37977], [-4.50773, 0.76695, -2.50027], [0.32497, -2.94845, -2.08687], [-0.44323, 3.09655, -2.32487], [-1.38663, -2.09415, 4.56263], [-0.56413, 3.29535, 2.69823], [-2.79043, 0.94015, 3.36793], [-4.14723, 3.61085, -2.75807], [-3.92423, 0.00335, -3.98287], [-0.59893, -4.44905, -2.22437], [1.96597, -0.05105, 4.19743], [-3.09573, 1.32385, 0.48163], [-2.16263, 1.44505, -2.11957], [-5.41573, -0.56605, -3.22737], [6.68217, -2.00955, -2.21977], [0.11787, 1.59055, 5.02863], [2.17707, 1.66415, -1.67537], [3.56667, -3.20465, 3.38723], [-4.09443, -4.02425, 1.15473], [2.38567, 0.16335, 0.14203], [5.35637, -2.01695, 4.60353], [-0.75723, 4.72205, -1.69177], [5.63977, -1.33355, -0.11577], [-0.55623, -3.30005, -3.57427], [-2.57853, 3.85225, 0.63363], [3.48457, -0.18255, -4.38357], [0.79877, -1.13225, 4.99343], [1.86597, 1.08995, -3.32607], [-3.39063, -2.61265, 1.94383], [-2.89893, 4.83945, -2.97907], [-2.97763, 5.16185, -0.47667], [-1.53933, 1.81625, 0.28663], [-1.80153, -3.82975, -0.11007], [-5.02633, -2.52715, 1.28243], [-2.66123, 3.21045, -3.62227], [-0.42403, 3.38855, -0.58747], [-2.10593, -1.46955, -3.65677], [1.23757, -1.38225, 3.28923], [6.17857, 0.16335, 3.76443]], "atomic_forces_ev_per_a": [[-2.667, -1.634, -2.205], [0.282, -0.296, 0.196], [0.195, 0.180, 0.000], [-0.735, -0.681, 2.184], [0.073, 1.278, 0.689], [-0.150, 0.511, -0.343], [0.429, -0.520, -0.262], [0.079, -0.093, 0.237], [-0.649, 1.047, -1.010], [-0.240, -1.009, 1.502], [1.167, 1.084, 0.977], [-0.034, -0.243, -0.245], [1.357, -1.093, -0.441], [0.007, 0.068, 0.335], [-0.075, -0.153, -0.084], [-0.460, 0.516, -0.017], [-0.532, 0.222, 0.068], [-0.214, 0.096, -0.608], [0.102, -0.112, 0.327], [0.051, 0.004, -0.152], [0.103, 0.098, -0.009], [0.003, 0.515, 0.042], [0.000, 0.074, -0.105], [0.050, -0.014, 0.146], [-0.060, -0.009, 0.034], [0.105, -0.170, -0.112], [-0.036, 0.124, 0.041], [-0.154, -0.081, -0.090], [1.293, 0.586, -1.700], [-0.104, -0.277, 0.011], [-0.057, 0.033, 0.086], [-0.114, 0.059, 0.087], [-0.014, -0.008, -0.135], [-0.178, -0.021, 0.005], [0.080, -0.069, -0.133], [0.152, 0.083, 0.111], [0.368, 0.299, 0.048], [0.132, -0.198, -0.257], [0.023, 0.000, -0.038], [0.119, -0.103, 0.078], [0.366, -0.229, -0.290], [-0.212, -0.173, 0.045], [-0.221, -0.162, -0.011], [-0.103, -0.312, 0.244], [-0.047, -0.029, -0.095], [-0.046, -0.055, 0.086], [-0.103, 0.032, 0.069], [-0.097, -0.027, 0.027], [0.062, -0.022, -0.089], [-0.049, 0.061, -0.050], [0.023, -0.093, -0.092], [0.061, 0.000, -0.034], [0.275, -0.245, 0.132], [-0.004, 0.370, 0.140], [0.000, 0.367, 0.240], [-0.121, -0.049, -0.007], [0.023, 0.060, -0.133], [0.007, -0.039, -0.044], [0.042, -0.040, 0.050], [0.321, 0.014, -0.117], [-0.038, -0.049, 0.263], [-0.073, -0.010, -0.065], [0.071, -0.022, -0.015], [-0.128, 0.045, -0.023], [-0.015, 0.090, -0.107], [-0.127, -0.135, 0.090], [-0.009, -0.032, 0.050], [0.303, -0.078, 0.065], [0.036, -0.050, 0.103], [0.017, 0.111, 0.033], [0.048, -0.010, 0.051], [0.021, -0.034, -0.047], [-0.022, 0.000, 0.057], [-0.027, 0.031, -0.058], [-0.043, 0.033, 0.017], [0.010, 0.074, 0.129], [-0.046, -0.091, 0.097], [0.074, 0.094, -0.037], [-0.008, 0.079, 0.032], [-0.243, 0.402, 0.108], [0.044, 0.021, 0.025], [-0.074, 0.008, 0.042], [0.051, -0.044, -0.185], [0.068, -0.008, 0.055], [0.055, 0.044, -0.078], [0.101, -0.052, 0.035], [0.083, 0.060, 0.031]]}

=====

(2)
{"formula": "C14H42MnNO10", "method": "wB97M-V/def2-TZVPD", "gap_ev": [7.9, 7.3], "spin_multiplicity": 6, "de_lowest_ev": 1.0421, "homo_ev": [-11.819, -11.819], "e_lumo_ev": [-3.933, -4.476], "max_force_ha_per_bohr": 0.066, "charge": 1, "energy_ev": -68473.470, "symbols": ["Mn", "O", "O", "O", "O", "O", "O", "O", "O", "O", "O", "N", "C", "C", "C", "C", "C", "C", "C", "C", "C", "C", "C", "C", "C", "C", "H", "H", "H", "H", "H", "H", "H", "H", "H", "H", "H", "H", "H", "H", "H", "H", "H", "H", "H", "H", "H", "H", "H", "H", "H", "H", "H", "H", "H", "H", "H", "H", "H", "H", "H", "H", "H", "H", "H", "H", "H", "H"], "xyz": [[0.49153, -1.17516, 2.04157], [0.74240, -2.00216, -5.31402], [-4.12508, 2.92809, 0.70670], [-0.62960, 0.18198, -1.41849], [5.65123, 0.03666, -0.12875], [0.85114, -0.21570, 0.11248], [-0.77295, -1.93210, 3.58192], [0.97518, 2.23635, -2.60364], [0.44687, 0.78036, 2.94127], [0.26814, -3.00974, 1.07555], [-1.12738, -0.56022, 0.56740], [-0.31450, -0.14394, -0.27666], [-3.04981, 2.19118, 0.22589], [3.90528, 0.95922, -1.47283], [1.29108, 1.80035, 2.46472], [-3.75361, 1.03287, -0.41858], [-1.18322, -0.61205, -4.74535], [1.97758, 4.39122, -2.09443], [-0.82336, -5.05934, 1.43743], [-2.15053, -1.45549, 3.76864], [0.94186, 3.31775, -1.70430], [0.08845, -1.32620, -4.25145], [-3.18134, -2.49635, 3.29456], [0.51487, -4.29110, 1.55137], [0.40746, 2.90372, 1.87834], [4.49689, -0.32396, -0.82959], [-4.44226, 1.44474, -1.15629], [-0.81896, -6.03349, 1.92641], [1.93978, 2.15184, 3.26705], [-2.19933, -1.23733, 4.83547], [-3.01082, -2.72172, 2.24183], [-0.27996, 3.35697, 2.59256], [1.00316, 3.75374, 1.54563], [1.67857, -1.94068, -5.11054], [-2.36937, 2.74703, -0.41920], [0.82369, -0.62939, -3.84896], [1.92841, 1.42140, 1.66578], [1.30610, -4.78061, 0.98355], [3.77347, -0.73634, -0.12623], [-3.12105, -3.44803, 3.82254], [-1.62568, 0.02681, -3.98104], [-4.53798, 2.45380, 1.43206], [3.48159, 1.64866, -0.74259], [-4.31405, 0.44860, 0.31124], [4.65278, 1.46945, -2.08030], [-1.63619, -4.59664, 1.99718], [1.93237, 4.59046, -3.16511], [-0.21049, 2.66699, 1.01220], [-0.74231, -2.75742, 4.07132], [2.97366, 4.00906, -1.87109], [1.25439, 2.89352, -0.75012], [0.24146, -3.16134, 0.12797], [4.66008, -1.06972, -1.60761], [0.42528, 1.54294, -2.23164], [1.80550, 5.33917, -1.58466], [-0.05366, 3.75616, -1.63480], [-1.12919, -5.13223, 0.39375], [0.19235, 1.01841, 3.83579], [-2.40093, 1.92116, 1.05905], [-4.14566, -2.00675, 3.43050], [-0.28746, -2.03432, -3.51297], [-3.08100, 0.30472, -0.87190], [-0.83984, 0.10381, -5.49217], [0.85317, -4.17072, 2.58053], [3.18354, 0.72692, -2.25592], [-1.93677, -1.29503, -5.13754], [5.46640, 0.29650, 0.77674], [-2.33114, -0.49716, 3.28174]], "atomic_forces_ev_per_a": [[-0.958, 0.832, -0.801], [-0.074, -0.136, -0.045], [-0.351, 2.390, 0.672], [0.287, -0.024, 1.503], [1.316, -0.504, 0.108], [3.363, 0.425, 0.272], [-0.279, 0.439, -0.270], [0.087, 0.213, -0.750], [-0.133, -1.713, 0.620], [0.604, 1.036, -1.113], [-1.723, -0.264, 0.933], [-1.539, -0.565, -1.857], [-0.112, -1.185, 0.524], [0.118, -0.877, -0.793], [0.014, 2.001, -1.423], [0.950, -1.176, -0.876], [1.151, 0.685, -0.203], [-0.380, -0.668, -0.217], [0.297, -0.231, 0.802], [-0.564, -0.536, 0.548], [0.910, 0.357, 0.086], [-1.068, 0.217, -0.216], [0.835, 0.811, 0.035], [-1.103, -2.180, 1.322], [0.229, 1.064, 0.110], [-1.350, 1.764, -0.147], [0.031, -0.215, -0.019], [0.531, -0.315, -0.506], [-0.094, 0.110, 0.011], [-0.388, -0.179, 0.075], [-0.182, 0.246, -0.094], [0.011, -0.290, 0.419], [0.336, -0.076, 0.001], [0.048, -0.200, -0.304], [-0.650, 0.405, -0.396], [-0.418, 0.214, 0.512], [-0.061, -0.313, 0.109], [0.048, 0.037, 0.035], [-0.328, -0.272, -0.020], [-0.127, 0.168, 0.330], [-0.020, -0.327, 0.336], [0.028, -0.038, -0.073], [-0.013, -0.035, -0.026], [-0.190, 0.223, 0.211], [0.451, 0.096, 0.487], [0.160, 0.672, -0.177], [-0.087, -0.054, -0.028], [0.250, -0.696, 0.065], [0.297, -0.214, 0.024], [0.064, 0.175, -0.008], [-0.229, 0.337, 0.546], [-0.246, 0.970, -0.551], [0.596, -0.003, 0.191], [-0.063, -0.222, -0.108], [0.015, -0.129, 0.177], [-0.199, 0.025, 0.075], [0.039, -0.204, 0.039], [-0.270, -0.186, 0.175], [0.147, -0.508, 0.231], [-0.182, -0.432, -0.071], [0.545, -0.280, 0.467], [-0.031, 0.136, -0.314], [-0.350, -0.160, -0.452], [-0.006, -0.321, 0.094], [-0.595, -0.123, 0.413], [0.202, 0.017, -0.067], [-0.199, -0.042, -0.162], [0.603, -0.174, -0.473]]}